(1)
Formula: C12H18ClN
Source: the Open Molecules 2025 dataset
Level of theory: wB97M-V/def2-TZVPD

Structure (ORCA input):
```
! wB97M-V def2-TZVPD RIJCOSX def2/J DEFGRID3
* xyz 0 1
C 4.33 -0.20 0.03
C 3.43 -1.10 -0.82
C 2.23 -1.54 -0.11
C 1.47 -0.34 0.46
C 0.80 0.45 -0.64
C -0.88 1.54 0.89
C -2.10 0.75 0.26
C -2.57 -0.35 0.99
C -3.82 -0.87 0.74
C -4.60 -0.29 -0.17
C -4.12 0.62 -1.07
C -2.96 1.27 -0.78
H 5.22 -0.05 -0.57
H 4.60 -0.84 0.93
H 3.86 0.77 0.40
H 3.89 -2.02 -1.15
H 3.18 -0.70 -1.81
H 1.50 -2.16 -0.74
H 2.61 -2.06 0.81
H 2.16 0.28 1.06
H 0.77 -0.68 1.18
H -0.05 -0.16 -1.15
H 1.46 0.56 -1.47
H 0.98 2.24 0.42
H -1.24 2.54 1.23
H -0.54 1.08 1.81
H -1.81 -0.72 1.60
H -4.44 -1.49 1.37
H -4.72 0.63 -1.99
H -2.61 2.04 -1.42
N 0.25 1.69 -0.10
Cl -6.28 -0.89 -0.20
*
```

Values from the calculation:
LUMO energy   0.857 eV
HOMO energy   -8.69 eV
Structure (SMILES)   CCCCCNCc1ccc(Cl)cc1
ΔE to the lowest compared entry with this formula, charge and spin   124.59 kJ/mol

=====

(2)
Formula: C12H18CsN6O5
Source: the Open Molecules 2025 dataset
Level of theory: wB97M-V/def2-TZVPD

Structure (ORCA input):
```
! wB97M-V def2-TZVPD RIJCOSX def2/J DEFGRID3
* xyz -1 1
Cs 1.01 -1.88 1.95
C -0.21 3.44 -0.36
N 1.13 3.02 -0.73
C 2.11 4.09 -0.57
C 1.51 1.74 -0.27
N 0.90 1.01 0.57
N 2.66 1.30 -0.94
C 3.55 0.32 -0.55
N 4.55 0.15 -1.53
N 3.45 -0.33 0.53
H -0.46 4.33 -0.94
H -0.30 3.70 0.70
H -0.92 2.66 -0.59
H 1.85 4.91 -1.24
H 3.10 3.73 -0.83
H 2.13 4.47 0.46
H 0.13 1.53 1.00
H 2.71 1.59 -1.90
H 4.95 1.02 -1.87
H 5.26 -0.51 -1.26
H 4.25 -0.93 0.68
C 0.19 -0.33 5.54
O 0.55 -0.87 4.35
H 1.02 -0.26 6.29
H -0.61 -0.89 6.07
H -0.20 0.71 5.47
O -0.69 -4.54 0.20
C -0.44 -3.50 -0.43
O 0.67 -3.00 -0.71
C -1.65 -2.67 -0.87
C -1.58 -1.28 -0.90
C -2.68 -0.52 -1.27
C -3.86 -1.13 -1.67
C -3.91 -2.52 -1.64
C -2.84 -3.30 -1.23
N -5.15 -3.18 -2.06
O -5.19 -4.39 -2.06
O -6.10 -2.47 -2.38
H -0.65 -0.81 -0.60
H -2.62 0.56 -1.27
H -4.72 -0.57 -1.98
H -2.91 -4.37 -1.17
*
```

Values from the calculation:
LUMO energy   1.818 eV
HOMO energy   -3.56 eV
ΔE to the lowest compared entry with this formula, charge and spin   203.82 kJ/mol

=====

(3)
Formula: C12H18CuIOS
Source: the Open Molecules 2025 dataset
Level of theory: wB97M-V/def2-TZVPD

Structure (ORCA input):
```
! wB97M-V def2-TZVPD RIJCOSX def2/J DEFGRID3
* xyz 0 1
Cu 1.12 -1.11 -3.23
I 3.48 -1.18 -3.82
C 3.09 -1.48 0.59
S 1.75 -2.22 -0.39
C 0.47 -2.32 0.89
H 2.79 -0.49 0.90
H 3.97 -1.44 -0.04
H 3.28 -2.11 1.45
H 0.76 -3.05 1.64
H -0.44 -2.64 0.40
H 0.34 -1.34 1.34
C 0.05 2.35 2.65
C -0.39 1.66 1.39
C 0.18 1.95 0.16
C -0.21 1.30 -0.99
C 0.40 1.71 -2.29
C -1.17 0.26 -0.93
C -1.43 -0.59 -2.06
O -0.69 -0.81 -3.03
C -1.84 0.04 0.30
C -2.99 -0.90 0.49
C -1.42 0.73 1.43
H 0.77 3.13 2.43
H 0.50 1.63 3.33
H -0.81 2.78 3.15
H 0.95 2.71 0.10
H 0.82 2.71 -2.22
H -0.33 1.71 -3.10
H 1.21 1.03 -2.57
H -2.38 -1.14 -2.05
H -3.23 -1.51 -0.38
H -3.88 -0.31 0.74
H -2.80 -1.57 1.33
H -1.92 0.52 2.37
*
```

Values from the calculation:
LUMO energy   -0.955 eV
HOMO energy   -7.75 eV
ΔE to the lowest compared entry with this formula, charge and spin   46.80 kJ/mol

=====

(4)
Formula: C12H18N
Source: the Open Molecules 2025 dataset
Level of theory: wB97M-V/def2-TZVPD

Structure (ORCA input):
```
! wB97M-V def2-TZVPD RIJCOSX def2/J DEFGRID3
* xyz 1 1
C -1.49 -3.56 1.32
C -2.02 -2.37 1.73
C -0.57 -3.62 0.30
C -1.60 -1.20 1.11
C 0.05 -2.46 -0.24
C -0.52 -1.29 0.32
C 1.70 0.92 0.60
C 0.60 0.69 -0.33
C 1.69 -0.06 1.75
C -0.68 1.26 -2.28
C -1.11 2.53 -0.11
C -0.09 1.89 -1.01
N 1.92 0.33 -0.79
H -1.75 -4.46 1.75
H -2.76 -2.22 2.45
H -0.31 -4.56 -0.22
H -1.99 -0.28 1.38
H 0.65 -2.62 -1.11
H 2.00 1.86 0.77
H 1.53 0.42 2.73
H 2.53 -0.82 1.87
H 0.84 -0.62 1.49
H -1.12 1.99 -2.88
H -1.48 0.52 -1.93
H 0.06 0.85 -2.89
H -0.55 3.05 0.80
H -1.74 1.65 0.33
H -1.74 3.24 -0.67
H 0.63 2.59 -1.21
H 2.32 0.95 -1.51
H 2.05 -0.67 -0.88
*
```

Values from the calculation:
LUMO energy   -3.623 eV
HOMO energy   -13.09 eV
ΔE to the lowest compared entry with this formula, charge and spin   586.98 kJ/mol

=====

(5)
Formula: C12H18N2O
Source: the Open Molecules 2025 dataset
Level of theory: wB97M-V/def2-TZVPD

Structure (ORCA input):
```
! wB97M-V def2-TZVPD RIJCOSX def2/J DEFGRID3
* xyz 0 1
C -4.90 -0.61 0.02
C -3.48 -0.36 -0.48
C -3.18 1.13 -0.59
C -1.73 1.43 -0.99
C -0.84 1.89 0.17
C -0.61 0.82 1.24
C 0.11 -0.37 0.69
N -0.53 -1.47 0.70
O 0.10 -2.62 0.23
H -0.53 -3.32 0.42
C 1.49 -0.14 0.21
N 2.17 0.80 0.87
C 3.41 1.05 0.51
C 4.05 0.39 -0.53
C 3.35 -0.57 -1.23
C 2.04 -0.85 -0.85
H 1.46 -1.59 -1.37
H 3.80 -1.11 -2.05
H 5.08 0.63 -0.79
H 3.91 1.82 1.08
H 0.02 1.25 2.02
H -1.56 0.50 1.67
H -1.31 2.76 0.65
H 0.13 2.21 -0.22
H -1.28 0.54 -1.45
H -1.71 2.22 -1.75
H -3.40 1.62 0.36
H -3.86 1.56 -1.34
H -2.76 -0.83 0.20
H -3.35 -0.83 -1.46
H -5.10 -1.68 0.08
H -5.04 -0.18 1.01
H -5.62 -0.16 -0.65
*
```

Values from the calculation:
LUMO energy   0.607 eV
HOMO energy   -9.18 eV
Structure (SMILES)   CCCCCC/C(=N/O)c1ccccn1
ΔE to the lowest compared entry with this formula, charge and spin   7.38 kJ/mol

=====

(6)
Formula: C12H18N2O2
Source: the Open Molecules 2025 dataset
Level of theory: wB97M-V/def2-TZVPD

Structure (ORCA input):
```
! wB97M-V def2-TZVPD RIJCOSX def2/J DEFGRID3
* xyz 0 1
C -3.62 -3.63 2.19
C -2.33 -2.96 1.90
C -1.98 -1.64 1.83
C -0.60 -1.68 1.50
N -0.18 -2.93 1.39
O -1.25 -3.72 1.64
N 0.29 -0.65 1.30
C -0.01 0.69 1.37
O -1.11 1.11 1.64
C 1.18 1.59 1.10
C 0.85 2.69 0.09
C 0.95 2.28 -1.39
C -0.07 1.20 -1.79
H -0.94 1.63 -2.29
C 0.69 0.24 -2.71
H 0.25 -0.76 -2.73
H 0.71 0.63 -3.73
C 2.10 0.25 -2.13
H 2.13 -0.37 -1.23
H 2.85 -0.14 -2.83
C 2.33 1.72 -1.79
H 2.69 2.24 -2.67
H 3.07 1.85 -1.00
H -0.43 0.66 -0.92
H 0.75 3.18 -1.97
H -0.16 3.05 0.29
H 1.54 3.53 0.25
H 2.05 1.02 0.79
H 1.41 2.07 2.06
H 1.22 -0.95 1.07
H -2.58 -0.77 1.98
H -4.37 -2.89 2.43
H -3.94 -4.21 1.32
H -3.50 -4.32 3.02
*
```

Values from the calculation:
LUMO energy   0.896 eV
HOMO energy   -9.23 eV
Structure (SMILES)   Cc1cc(NC(=O)CCC2CCCC2)no1
ΔE to the lowest compared entry with this formula, charge and spin   99.64 kJ/mol

=====

(7)
Formula: C12H18N2O2
Source: the Open Molecules 2025 dataset
Level of theory: wB97M-V/def2-TZVPD

Structure (ORCA input):
```
! wB97M-V def2-TZVPD RIJCOSX def2/J DEFGRID3
* xyz 0 1
C -3.57 0.20 -1.77
C -3.00 0.51 0.51
C -4.08 0.46 1.40
C -3.89 -0.08 2.69
C -2.61 -0.49 2.98
C -1.54 -0.46 2.11
C -1.72 0.08 0.81
C 0.57 -0.16 0.33
C 1.42 -0.18 -0.94
C 3.15 0.26 -2.23
C 1.93 0.05 -3.10
C 4.92 0.01 1.78
H -2.62 -0.33 -2.21
H -4.19 -0.61 -1.38
H -4.09 0.75 -2.54
H -5.02 0.81 1.00
H -4.61 -0.09 3.49
H -2.52 -0.84 3.96
H -0.58 -0.89 2.37
H 0.85 -1.10 0.95
H 0.95 0.66 0.93
H 3.74 1.24 -2.35
H 3.87 -0.54 -2.33
H 1.40 1.08 -3.22
H 2.12 -0.41 -4.11
H -0.11 -0.56 -2.20
H 4.74 -1.02 1.64
H 4.50 0.37 2.72
H 4.44 0.57 0.96
H 6.08 0.07 1.67
N 2.65 0.18 -0.86
N 0.93 -0.58 -2.16
O -3.30 1.15 -0.77
O -0.81 -0.10 -0.17
*
```

Values from the calculation:
LUMO energy   0.776 eV
HOMO energy   -8.53 eV
Structure (SMILES)   COc1ccccc1OCC1=NCCN1.C
ΔE to the lowest compared entry with this formula, charge and spin   338.29 kJ/mol

=====

(8)
Formula: C12H18N2O4S
Source: the Open Molecules 2025 dataset
Level of theory: wB97M-V/def2-TZVPD

Structure (ORCA input):
```
! wB97M-V def2-TZVPD RIJCOSX def2/J DEFGRID3
* xyz 0 1
C -0.24 -1.94 -0.97
C -1.14 -1.02 -1.79
C -2.62 -1.09 -1.41
C -3.10 0.02 -0.46
C -2.66 -0.16 1.00
H -2.01 -1.02 1.11
H -3.54 -0.34 1.63
C -1.94 1.08 1.57
C -0.59 1.28 0.95
C 0.50 0.57 1.36
N 1.74 0.72 0.82
C 1.90 1.59 -0.12
N 0.89 2.35 -0.59
C -0.43 2.26 -0.09
O -1.28 2.99 -0.56
H 1.05 3.02 -1.33
S 3.49 1.79 -0.81
C 4.33 0.50 0.15
C 3.57 -0.81 0.02
O 3.08 -1.23 -0.99
O 3.59 -1.50 1.17
H 3.13 -2.35 1.05
H 4.40 0.80 1.19
H 5.32 0.39 -0.29
O 0.43 -0.34 2.34
H 1.32 -0.68 2.51
H -1.82 0.95 2.64
H -2.55 1.97 1.38
H -2.74 0.98 -0.84
H -4.19 0.05 -0.50
H -2.85 -2.07 -0.98
H -3.21 -1.00 -2.33
H -0.79 0.01 -1.69
H -1.02 -1.29 -2.84
H 0.80 -1.83 -1.29
H -0.29 -1.70 0.09
H -0.54 -2.97 -1.10
*
```

Values from the calculation:
LUMO energy   0.329 eV
HOMO energy   -8.57 eV
Structure (SMILES)   CCCCCCc1c(O)nc(SCC(=O)O)[nH]c1=O
ΔE to the lowest compared entry with this formula, charge and spin   0.00 kJ/mol

=====

(9)
Formula: C12H18N2O9PS
Source: the Open Molecules 2025 dataset
Level of theory: wB97M-V/def2-TZVPD

Structure (ORCA input):
```
! wB97M-V def2-TZVPD RIJCOSX def2/J DEFGRID3
* xyz -1 1
C -3.66 -3.25 -0.44
C -3.05 -2.22 0.47
O -3.47 -0.82 -0.02
P -2.42 0.15 -0.69
C -1.39 1.08 0.53
C -1.68 0.81 2.01
O -2.59 1.36 2.61
O -0.79 -0.04 2.60
C -0.18 0.38 3.92
C 0.60 1.66 3.73
O -1.27 -0.39 -1.44
O -3.41 1.10 -1.51
C -2.86 2.30 -2.30
C -3.75 2.59 -3.48
H -3.47 -4.26 -0.09
H -4.74 -3.09 -0.49
H -3.23 -3.13 -1.44
H -3.44 -2.29 1.50
H -1.95 -2.29 0.50
H -1.67 2.15 0.46
H -1.03 0.48 4.62
H 0.45 -0.49 4.12
H 1.27 1.76 4.58
H 1.19 1.63 2.79
H -0.08 2.52 3.72
H -2.84 3.13 -1.59
H -1.82 2.10 -2.61
H -3.44 3.54 -3.95
H -3.68 1.79 -4.23
H -4.79 2.68 -3.15
O 2.87 2.46 -3.62
N 2.01 2.65 -2.75
O 1.34 3.73 -2.75
C 1.59 1.82 -1.70
C 1.87 0.52 -1.38
C 0.97 0.00 -0.44
N 0.91 -1.44 -0.27
O 0.12 -2.00 0.60
O 1.68 -2.08 -1.01
C 0.03 1.04 0.13
S 0.43 2.51 -0.63
H 2.61 -0.08 -1.90
H 0.48 0.34 0.93
*
```

Values from the calculation:
LUMO energy   2.647 eV
HOMO energy   -3.00 eV

=====

(10)
Formula: C12H18N4OPdS2
Source: the Open Molecules 2025 dataset
Level of theory: wB97M-V/def2-TZVPD

Structure (ORCA input):
```
! wB97M-V def2-TZVPD RIJCOSX def2/J DEFGRID3
* xyz 0 1
Pd 0.11 0.44 -0.63
C -4.02 1.81 -0.64
C -2.70 1.07 -0.62
N -1.50 1.57 -0.63
N -1.60 2.97 -0.71
C -0.46 3.55 -0.75
N -0.26 4.89 -0.80
S 0.93 2.62 -0.63
C -2.72 -0.38 -0.61
C -3.84 -1.20 -0.59
C -3.62 -2.58 -0.60
C -2.31 -3.06 -0.63
C -1.28 -2.14 -0.64
N -1.46 -0.81 -0.63
H -3.91 2.89 -0.58
H -4.62 1.50 0.22
H -4.55 1.57 -1.56
H -0.97 5.36 -0.28
H 0.68 5.05 -0.47
H -4.84 -0.80 -0.58
H -4.46 -3.27 -0.60
H -2.10 -4.12 -0.64
H -0.23 -2.45 -0.66
O 2.02 0.44 -0.63
S 2.87 0.56 0.60
C 2.32 -0.74 1.76
C 3.52 -1.62 2.06
C 4.28 -1.73 0.75
C 4.45 -0.30 0.26
H 1.53 -1.32 1.27
H 1.92 -0.27 2.66
H 3.22 -2.60 2.44
H 4.16 -1.15 2.82
H 3.70 -2.32 0.02
H 5.25 -2.22 0.88
H 4.68 -0.25 -0.81
H 5.22 0.22 0.83
H 0.63 -1.17 -0.63
*
```

Values from the calculation:
LUMO energy (spin up / spin down)   -0.217 / -0.291 eV
HOMO energy (spin up / spin down)   -5.14 / -4.95 eV

=====

(11)
Formula: C12H18NO2
Source: the Open Molecules 2025 dataset
Level of theory: wB97M-V/def2-TZVPD

Structure (ORCA input):
```
! wB97M-V def2-TZVPD RIJCOSX def2/J DEFGRID3
* xyz 1 1
C 3.22 -0.71 -1.76
C 2.17 -1.56 -2.06
C 3.01 0.20 -0.72
C 0.93 -1.43 -1.43
C 1.78 0.39 -0.15
C 0.69 -0.42 -0.53
C 1.72 1.40 0.95
C 0.34 1.44 1.61
C -0.70 -0.51 0.05
C -2.15 1.13 1.47
C -1.57 0.29 -1.91
C -2.01 -2.03 1.30
N -0.86 1.06 0.83
O -1.78 -0.58 -0.80
O -0.68 -1.49 1.04
H 4.26 -0.66 -2.17
H 2.43 -2.25 -2.81
H 3.88 0.91 -0.46
H 0.28 -2.21 -1.79
H 2.55 1.11 1.64
H 1.96 2.39 0.51
H 0.16 0.74 2.35
H 0.13 2.48 2.16
H -2.08 0.30 2.20
H -2.10 2.14 1.99
H -3.06 1.18 0.68
H -1.49 -0.40 -2.77
H -0.83 0.97 -1.87
H -2.55 1.02 -2.00
H -1.70 -2.53 2.17
H -2.17 -2.71 0.53
H -2.87 -1.46 1.58
H -0.90 1.78 0.14
*
```

Values from the calculation:
LUMO energy   -2.587 eV
HOMO energy   -12.63 eV
Structure (SMILES)   COC1(OC)c2ccccc2CC[N@@H+]1C
ΔE to the lowest compared entry with this formula, charge and spin   341.57 kJ/mol

=====

(12)
Formula: C12H18O12Pt
Source: the Open Molecules 2025 dataset
Level of theory: wB97M-V/def2-TZVPD

Structure (ORCA input):
```
! wB97M-V def2-TZVPD RIJCOSX def2/J DEFGRID3
* xyz -4 3
Pt -0.23 0.29 0.07
C 3.44 -0.39 -2.29
C 2.24 0.54 -2.43
O 1.41 0.50 -1.48
O 2.23 1.32 -3.40
H 3.15 -1.45 -2.40
H 3.92 -0.38 -1.31
H 4.13 -0.18 -3.11
C -3.69 0.18 -2.92
C -2.36 0.59 -2.27
O -1.94 -0.14 -1.32
O -1.75 1.50 -2.82
H -4.30 -0.54 -2.35
H -3.50 -0.36 -3.85
H -4.31 1.06 -3.06
C -4.09 -0.23 1.71
C -2.71 -0.57 2.31
O -2.68 -1.36 3.28
O -1.75 0.05 1.79
H -4.09 0.77 1.28
H -4.88 -0.34 2.45
H -4.16 -0.85 0.81
C 3.70 0.58 1.86
C 2.37 -0.10 2.25
O 1.34 0.35 1.68
O 2.43 -0.96 3.14
H 3.61 1.28 1.03
H 4.23 -0.27 1.39
H 4.34 0.91 2.68
C 1.18 3.54 1.92
C 0.87 3.47 0.42
O 1.54 4.19 -0.37
O -0.13 2.79 0.09
H 0.91 4.51 2.35
H 2.24 3.41 2.15
H 0.57 2.76 2.37
C -0.62 -4.06 -0.82
C -0.27 -3.40 0.52
O 0.06 -2.18 0.45
O -0.36 -4.06 1.57
H -1.65 -4.43 -0.79
H 0.02 -4.95 -0.92
H -0.47 -3.40 -1.67
*
```

Values from the calculation:
LUMO energy (spin up / spin down)   8.873 / 8.865 eV
<S²>   2.003
HOMO energy (spin up / spin down)   3.82 / 3.39 eV
ΔE to the lowest compared entry with this formula, charge and spin   0.00 kJ/mol

=====

(13)
Formula: C12H18Si
Source: the Open Molecules 2025 dataset
Level of theory: wB97M-V/def2-TZVPD

Structure (ORCA input):
```
! wB97M-V def2-TZVPD RIJCOSX def2/J DEFGRID3
* xyz 0 1
C 1.99 4.01 -1.08
C 2.59 2.86 -1.71
C 0.88 3.85 -0.24
C 2.15 1.58 -1.35
C 0.52 2.60 0.18
C 1.20 1.44 -0.29
C 0.26 -2.50 1.75
C 0.00 -1.19 1.80
C -0.28 -0.51 3.15
C -2.24 -0.17 -1.03
C -0.83 -2.32 -1.26
C -0.76 -0.77 -1.16
Si 0.40 -0.23 0.15
H 2.37 5.01 -1.23
H 3.40 2.97 -2.55
H 0.31 4.82 0.03
H 2.43 0.58 -1.71
H -0.29 2.46 0.89
H 0.62 -2.97 0.80
H 0.18 -3.23 2.50
H 0.74 -0.32 3.42
H -0.77 -1.14 3.75
H -0.81 0.44 3.07
H -2.34 0.38 -2.06
H -2.99 -0.96 -0.89
H -2.39 0.67 -0.36
H 0.09 -2.79 -1.07
H -1.35 -2.65 -2.18
H -1.38 -2.61 -0.32
H -0.29 -0.36 -2.06
H 2.63 -1.65 -0.38
*
```

Values from the calculation:
LUMO energy (spin up / spin down)   0.010 / 0.010 eV
HOMO energy (spin up / spin down)   -7.45 / -7.45 eV
ΔE to the lowest compared entry with this formula, charge and spin   573.76 kJ/mol